Arrangement A

DFT (the ωB97M-V functional and the def2-TZVPD basis) results for an isolated ion of composition C4H10NO3 and charge +1.

Orbital gap   11.28 eV
Highest occupied orbital energy   -14.65 eV
SMILES string   [NH3+][C@H](CCO)C(=O)O
Molar mass   120.13 g mol⁻¹

```
! wB97M-V def2-TZVPD RIJCOSX def2/J DEFGRID3
* xyz 1 1
O -1.196 1.500 2.164
O -0.831 2.857 0.529
O 0.756 -1.959 -0.790
N -0.396 -0.766 1.073
C -0.789 1.738 0.936
C -0.535 0.441 0.088
C 0.661 0.483 -0.974
C 0.890 -0.958 -1.704
H -1.305 2.257 2.777
H 1.564 0.658 -0.343
H 0.088 -0.964 -2.525
H 1.983 -0.919 -2.073
H 0.343 -0.627 1.775
H -1.565 0.380 -0.382
H -1.167 -0.960 1.649
H 0.412 1.295 -1.679
H -0.096 -1.649 0.570
H 1.183 -2.807 -1.092
*
```

For each atom in turn, the Mulliken charge in e is: -0.464 -0.495 -0.527 -0.308 0.364 0.125 -0.712 -0.300 0.385 0.347 0.303 0.334 0.377 0.225 0.349 0.358 0.302 0.337


Arrangement B

DFT (the ωB97M-V functional and the def2-TZVPD basis) results for a 2-piece molecular cluster, C4H10NO3 overall.

Orbital gap   5.55 eV
Highest occupied orbital energy   -14.38 eV
Molar mass   120.13 g mol⁻¹

```
! wB97M-V def2-TZVPD RIJCOSX def2/J DEFGRID3
* xyz 1 1
O -0.665 -2.764 0.914
O -0.042 2.090 1.669
O -0.004 4.177 0.662
N 0.351 -2.854 -1.559
C 0.030 2.821 0.648
C -0.125 -1.452 -1.062
C -0.066 -1.586 0.438
C 0.406 -0.143 -1.564
H 1.461 0.036 -1.587
H -1.178 -1.644 -1.177
H -0.482 -0.612 0.874
H 1.298 -2.577 -1.856
H 1.034 -1.621 0.784
H -0.136 -3.060 -2.501
H -0.252 0.224 -2.398
H -0.075 4.402 1.641
H 0.003 -3.495 0.760
H 0.095 2.457 -0.345
*
```

For each atom in turn, the Mulliken charge in e is: -0.465 -0.525 -0.416 -0.549 0.388 0.281 -0.699 -0.293 0.399 0.324 0.344 0.292 0.322 0.309 0.347 0.376 0.371 0.192


Which structure is most stable? arrangement A, by 0.1887 hartree over the runner-up.


Arrangement A

DFT (the ωB97M-V functional and the def2-TZVPD basis) results for C3H3Br2Cl as an isolated structure.

Orbital gap (spin up / spin down)   8.26 / 7.63 eV
Highest occupied orbital energy (spin up / spin down)   -8.59 / -8.44 eV
Molar mass   234.32 g mol⁻¹

```
! wB97M-V def2-TZVPD RIJCOSX def2/J DEFGRID3
* xyz 0 1
Br 0.123 1.311 2.046
Br -0.406 -1.801 1.771
Cl -1.161 1.796 -1.039
C 0.646 -0.160 -0.424
C 0.555 -0.288 1.135
C -0.665 0.186 -1.038
H 1.380 0.617 -0.644
H 0.996 -1.126 -0.789
H -1.469 -0.536 -1.019
*
```

For each atom in turn, the Mulliken charge in e is: -0.052 -0.080 -0.106 -0.598 0.060 -0.225 0.330 0.291 0.380


Arrangement B

DFT (the ωB97M-V functional and the def2-TZVPD basis) results for C3H3Br2Cl as an isolated structure.

Orbital gap (spin up / spin down)   7.31 / 7.31 eV
Highest occupied orbital energy (spin up / spin down)   -9.44 / -9.44 eV
Molar mass   234.32 g mol⁻¹

```
! wB97M-V def2-TZVPD RIJCOSX def2/J DEFGRID3
* xyz 0 1
Br 0.208 1.425 -2.318
Br 1.383 1.790 0.579
Cl -1.754 2.004 0.486
C -0.271 -0.535 -0.205
C 0.289 -1.375 0.660
C 0.245 0.776 -0.510
H -0.121 -2.366 0.903
H -1.036 -0.903 -0.811
H 1.056 -0.817 1.216
*
```

For each atom in turn, the Mulliken charge in e is: 0.042 0.093 -0.358 0.141 -0.554 -0.179 0.285 0.377 0.153


Which structure is most stable? arrangement B, by 0.0092 hartree over the runner-up.


Arrangement A

DFT (the ωB97M-V functional and the def2-TZVPD basis) results for a 12-piece molecular cluster, C24H72N4O12 overall.

Orbital gap   9.95 eV
Highest occupied orbital energy   -9.56 eV
SMILES string   NC(N)=O.NC(N)=O.CC(C)O.CC(C)O.CC(C)O.CC(C)O.CC(C)O.CC(C)O.CO.CO.CO.CO
Molar mass   608.86 g mol⁻¹

```
! wB97M-V def2-TZVPD RIJCOSX def2/J DEFGRID3
* xyz 0 1
O -2.844 -1.679 -3.879
O -3.218 4.542 -0.607
O 0.413 -3.141 2.686
O 0.027 1.515 1.371
O 2.578 3.722 -3.874
O -1.650 3.712 1.583
O -0.219 1.375 -3.213
O 4.581 -2.208 -3.159
O -1.253 -2.618 -1.697
O -2.912 0.751 4.369
O -0.303 -0.298 3.238
O 5.978 -5.388 0.750
N 2.549 2.772 -1.811
N 4.289 4.006 -2.445
N 1.197 1.247 -4.972
N -0.483 -0.251 -4.772
C -3.569 1.299 3.226
C 0.439 1.605 4.578
C -3.238 3.236 -2.626
C 0.052 1.103 0.008
C 5.272 -3.231 0.263
C 5.580 -4.182 1.361
C -1.287 0.508 -0.354
C -2.325 -3.912 0.066
C 2.041 -0.128 3.910
C 3.057 3.529 -2.799
C -0.705 -5.020 -1.416
C 0.601 0.174 4.263
C 4.398 -4.306 2.319
C 4.187 -0.903 -3.662
C -1.008 4.904 2.081
C -0.659 -3.752 3.341
C -2.781 4.534 -1.956
C -4.884 1.821 3.791
C 1.163 0.104 -0.088
C -1.067 -3.690 -0.779
C -3.863 0.227 2.174
C -1.263 4.590 -2.127
C -4.232 -1.736 -3.552
C 0.134 0.837 -4.270
H -2.589 -3.121 0.779
H -5.216 1.053 4.513
H -0.496 -4.853 3.279
H 1.684 2.096 -4.675
H -4.726 -0.732 -3.616
H -1.451 -0.429 -4.567
H -4.354 0.615 1.252
H -3.053 3.191 -3.698
H -1.310 4.964 3.150
H -2.913 2.152 2.859
H -4.132 4.187 -0.735
H -0.694 -3.548 4.419
H 6.476 -3.832 1.836
H -4.304 3.121 -2.456
H 1.790 2.077 -2.053
H 2.797 0.004 4.708
H -0.643 -1.989 -1.438
H 1.551 -0.094 -1.106
H 0.314 2.005 -0.627
H 1.004 1.949 5.426
H -1.486 -0.406 0.190
H -0.881 3.663 -1.658
H 5.049 -2.208 0.463
H 4.480 4.102 -1.454
H -2.041 1.173 0.067
H -0.385 -5.755 -0.678
H -4.676 2.741 4.351
H -4.676 -0.372 2.678
H 4.697 -4.877 3.232
H -3.017 -0.456 2.004
H -2.398 -2.034 -3.127
H 4.962 -0.161 -3.487
H -2.677 2.371 -2.197
H 2.102 -1.182 3.645
H -4.737 -2.419 -4.230
H -0.604 1.726 4.754
H -1.408 5.822 1.519
H 4.583 4.789 -3.049
H 3.242 -0.637 -3.170
H 3.242 2.343 -1.228
H 0.047 4.794 1.931
H -3.218 5.358 -2.510
H -0.213 -3.412 -0.165
H 0.943 -0.864 0.410
H 6.259 -5.935 1.478
H 1.733 0.628 -5.563
H 0.254 -2.198 2.726
H 3.533 -4.688 1.778
H 0.603 2.256 3.725
H 4.126 -3.291 2.653
H -2.285 -4.813 0.634
H -5.627 2.043 3.079
H 4.040 -1.044 -4.739
H -1.463 0.530 -1.433
H -0.166 0.288 2.445
H 0.136 -4.969 -2.116
H 2.043 0.508 0.483
H -2.112 3.952 0.735
H -0.747 5.375 -1.531
H 6.089 -3.286 -0.486
H -1.612 -3.435 2.937
H 2.320 0.380 3.015
H -0.261 -0.534 -5.683
H -1.985 0.582 4.173
H -1.535 -5.541 -1.855
H 5.538 -2.263 -3.222
H -0.692 2.145 1.529
H -3.162 -3.841 -0.632
H -0.935 4.572 -3.172
H 4.458 -3.464 -0.414
H -4.390 -2.070 -2.508
H 0.401 -0.473 5.105
*
```

Mulliken atomic charge list, values in e, 99 entries: -0.544 -0.532 -0.321 -0.487 -0.689 -0.331 -0.060 -0.517 -0.496 -0.688 -0.081 -0.562 -0.017 -0.517 -0.356 -0.315 1.924 -1.357 -1.534 2.637 -1.552 0.572 -0.254 -1.321 -1.312 0.551 -1.808 0.586 -0.946 -0.196 -0.741 -0.660 0.455 -1.790 -1.351 1.476 -0.930 -0.579 -0.638 0.296 -0.021 0.391 0.246 0.147 0.228 0.251 0.301 0.387 0.260 -0.504 0.283 0.271 0.183 0.542 -0.330 0.438 -0.059 0.058 -1.286 0.489 -0.190 -0.293 0.516 0.229 0.110 0.435 0.419 0.465 0.384 -0.190 0.536 0.310 0.407 0.208 0.262 0.466 0.272 0.281 -0.120 0.280 0.238 0.216 0.029 0.018 0.321 0.179 0.192 0.297 0.176 0.099 0.447 0.404 0.250 -0.039 0.339 0.389 0.369 0.271 0.341


Arrangement B

DFT (the ωB97M-V functional and the def2-TZVPD basis) results for a 10-piece molecular cluster, C24H72N4O12 overall.

Orbital gap   9.51 eV
Highest occupied orbital energy   -9.13 eV
SMILES string   COC[C@H](C)N.COC[C@H](C)N.COC[C@H](C)N.COC[C@H](C)N.OCCO.OCCO.CO.CO.CO.CO
Molar mass   608.86 g mol⁻¹

```
! wB97M-V def2-TZVPD RIJCOSX def2/J DEFGRID3
* xyz 0 1
O 2.188 -3.812 -0.943
O 0.127 1.294 -2.476
O -2.053 -4.681 -0.455
O -0.944 -1.469 1.098
O -2.330 -3.482 2.637
O 1.377 1.468 3.539
O 3.532 0.758 0.571
O 1.302 -1.327 2.827
O -4.897 -2.505 -1.592
O -4.523 2.928 -1.724
O 2.287 3.259 1.198
O -2.470 5.191 3.081
N 4.450 -3.640 -2.509
N 5.215 0.535 3.023
N -5.704 3.588 2.063
N -1.318 0.456 -5.870
C -4.318 3.641 2.492
C -3.882 1.891 -2.421
C -0.153 2.421 -1.629
C 3.404 -5.011 -4.277
C 2.325 -4.761 -2.004
C 7.199 0.763 1.410
C 0.897 -3.730 -0.297
C -2.777 -3.749 -1.248
C 1.000 2.825 3.412
C -1.397 -0.136 0.663
C 3.183 -4.081 -3.033
C -0.142 -0.903 -4.541
C 2.274 -2.248 3.351
C -3.893 5.108 2.770
C -3.557 2.975 1.327
C -1.076 0.261 -4.444
C 2.471 0.068 -0.029
C -4.316 -3.666 -0.972
C 5.740 0.822 1.599
C 4.824 0.064 0.544
C -3.278 -2.781 3.447
C -0.278 1.467 -3.826
C 1.032 3.291 1.921
C -1.743 6.456 2.756
H 4.181 -3.315 -1.591
H 0.345 2.581 1.461
H -1.956 0.038 -3.841
H 7.638 1.004 2.378
H -0.880 0.203 -0.234
H -4.111 5.769 1.930
H 2.371 -0.896 0.469
H 1.563 0.659 0.088
H -2.242 7.286 3.256
H -4.932 -4.551 -1.126
H 5.055 -4.413 -2.272
H -1.218 1.427 -6.127
H -1.796 -4.215 0.344
H 2.618 -3.192 -3.315
H 1.384 -0.432 3.164
H -2.541 2.889 1.712
H -4.590 1.078 -2.580
H -1.649 6.476 1.670
H -0.717 6.366 3.113
H -0.046 -1.413 1.431
H 0.982 -3.078 0.572
H 0.178 3.350 -2.093
H -5.496 2.920 1.334
H -0.544 0.117 -6.424
H 0.170 -1.172 -3.532
H 5.643 1.166 3.686
H -2.568 -3.901 -2.307
H -3.583 3.672 0.489
H -1.233 0.480 1.548
H -4.180 3.008 3.369
H 4.016 -5.898 -4.117
H 0.672 1.569 -4.350
H -2.357 -2.767 -1.028
H 0.521 2.152 -0.816
H -2.857 -1.952 4.016
H -4.211 -2.423 3.012
H -1.158 2.368 -1.210
H -2.454 -0.121 0.395
H 0.720 -1.031 -5.196
H -0.823 -1.740 -4.699
H 0.234 -3.439 -1.112
H 2.346 -3.231 2.886
H 3.976 -4.368 -4.946
H 7.500 -0.274 1.264
H 3.249 -1.761 3.332
H 1.957 -2.433 4.378
H 4.773 -0.987 0.828
H 5.385 1.827 1.371
H -3.541 2.156 -3.423
H -5.661 -2.204 -1.095
H -4.291 -3.576 0.114
H 1.389 -5.062 -2.473
H -3.004 1.646 -1.823
H -5.749 4.432 1.510
H 5.232 0.271 -0.446
H -1.908 -2.799 2.111
H -4.454 5.573 3.581
H 1.800 1.266 4.376
H 0.509 -4.702 0.005
H 2.644 0.060 -1.105
H 0.515 4.202 1.620
H 2.582 2.414 0.851
H 2.750 -5.706 -1.665
H 2.461 -5.401 -4.660
H 4.239 0.791 3.076
H 7.503 1.347 0.542
H -5.364 3.056 -2.170
H -0.788 2.420 -3.969
H 1.514 3.437 4.154
H -3.888 2.016 0.928
H -3.543 -3.452 4.263
H -0.055 2.866 3.680
*
```

Mulliken atomic charge list, values in e, 99 entries: -0.305 -0.048 -0.552 -0.160 -0.526 -0.481 -0.155 -0.301 -0.526 -0.460 -0.582 -0.241 -0.685 -0.725 -0.844 -0.724 0.283 -0.258 -0.389 -1.523 -0.884 -1.376 -0.680 0.119 -0.617 -0.618 0.767 -1.683 -0.729 -0.942 -1.058 0.988 0.658 -0.297 0.545 -0.901 -0.746 -0.967 0.474 -0.800 0.238 -0.468 0.155 0.367 0.067 0.423 0.163 -1.161 0.342 0.338 0.306 0.262 0.287 0.102 0.282 -0.071 0.419 0.333 0.220 0.050 -0.065 0.555 0.357 0.280 0.184 0.287 0.436 0.274 0.444 0.400 0.357 0.254 -0.207 -0.138 0.266 0.271 0.102 0.359 0.393 0.445 0.366 0.280 0.377 0.312 0.243 0.285 0.350 0.208 0.311 0.298 0.094 0.445 -0.270 0.336 0.398 0.361 0.429 0.216 0.474


Which structure is most stable? arrangement A, by 0.3057 hartree over the runner-up.